[1]
62
Properties=species:S:1:pos:R:3:forces:R:3 method="wB97M-V/def2-TZVPD" smiles=c1ccncc1.c1ccncc1.ClCCCl.ClCCCl.ClCCCl.ClCCCl.ClCCCl orbital_gap_ev=10.4 largest_force_ev_per_a=3.0 de_lowest_ev=0.289 e_homo_ev=-10.0441 charge=0
N -2.890270 1.898522 0.273378 0.094 -0.804 0.156
C -3.525820 1.609361 1.383399 -0.460 -0.036 1.132
C -4.074477 2.519051 2.280876 0.088 -1.502 0.333
C -3.955279 3.815407 1.983321 -0.944 2.601 -0.166
C -3.291177 4.152361 0.806749 0.247 2.126 1.222
C -2.740396 3.197472 0.048799 0.044 -0.690 -1.781
H -3.689320 0.626471 1.743853 0.328 -1.445 -0.599
H -4.531876 2.127947 3.183030 -0.102 0.215 -0.124
H -4.488335 4.576775 2.571638 0.628 -0.235 -0.143
H -3.045366 5.178009 0.528892 -0.539 -0.105 0.186
H -2.287695 3.480519 -0.886291 0.484 -0.059 -0.117
N 1.186918 1.184315 0.535027 -1.178 0.702 -0.630
C 2.182015 0.695461 1.208728 0.295 -1.050 1.011
C 2.115371 -0.481623 1.961135 -1.352 0.038 -1.505
C 0.908357 -1.174567 1.837036 0.588 -1.036 1.213
C -0.190619 -0.626821 1.199152 -0.453 -0.497 -0.443
C 0.004915 0.557372 0.547919 1.656 0.108 0.692
H 3.059653 1.258265 1.102483 1.455 0.558 0.193
H 2.966063 -0.941204 2.408235 0.441 -0.032 0.398
H 0.860539 -2.182549 2.271717 -0.189 0.468 -0.131
H -1.156157 -1.128431 1.071543 0.480 -0.006 0.349
H -0.731252 1.059106 0.022151 -1.623 0.589 -0.973
Cl 2.282787 -7.906334 2.721825 0.400 0.160 -0.149
C 2.324866 -6.693670 1.406045 1.336 -0.540 0.022
C 0.973858 -6.325214 1.052983 -2.603 1.266 -0.794
Cl 0.242696 -5.150335 2.243457 0.119 -0.475 -0.127
H 2.828394 -7.081704 0.522763 -0.028 -0.569 0.092
H 2.920617 -5.837319 1.681678 0.060 0.194 0.524
H 0.279075 -7.162554 0.941615 0.248 0.043 0.387
H 0.887864 -5.776524 0.111998 0.471 -0.035 0.036
Cl -0.956930 -1.356603 -3.360421 0.616 -0.600 0.038
C -1.954587 0.056850 -3.418195 -2.101 1.687 0.511
C -3.152526 -0.018180 -2.405318 0.716 0.393 -1.235
Cl -4.246005 -1.342847 -2.840410 -0.171 -0.172 0.036
H -2.400664 0.179884 -4.418315 0.479 -0.138 0.270
H -1.380015 0.967989 -3.159462 -0.121 -0.603 -0.189
H -3.749224 0.905499 -2.377215 0.401 -0.263 -0.273
H -2.767682 -0.174125 -1.427915 0.182 -0.287 0.855
Cl -0.558941 4.294841 4.572038 0.034 0.438 0.014
C -0.547522 2.845284 3.559599 0.511 0.409 -0.801
C -0.462176 1.619467 4.385672 -0.813 1.315 0.332
Cl -1.978369 1.394138 5.230884 -0.702 -0.603 0.409
H 0.315954 2.864522 2.884617 -0.078 0.288 0.170
H -1.445693 2.856845 2.946090 -0.020 -0.029 0.056
H 0.295143 1.661315 5.110198 1.065 0.296 1.013
H -0.225217 0.846222 3.747830 0.028 -2.147 -1.325
Cl 4.644520 -3.754090 -3.135006 -0.447 0.405 -0.255
C 3.252647 -2.856456 -3.833751 -0.769 -1.227 -1.331
C 3.142337 -1.447197 -3.444385 0.382 2.011 0.997
Cl 2.537183 -1.378520 -1.724385 -0.227 0.287 -0.352
H 2.323832 -3.389949 -3.569062 0.524 0.120 0.076
H 3.275037 -2.874671 -4.938426 0.541 -0.320 0.432
H 2.467035 -0.860405 -4.145664 0.672 -0.784 1.108
H 4.125047 -0.931905 -3.327977 -0.725 -0.437 -0.640
Cl 3.188486 3.127276 -3.882865 0.293 0.493 -0.829
C 2.483603 2.578318 -2.388917 -0.031 -0.818 0.776
C 0.974802 2.390929 -2.415995 1.225 0.365 0.259
Cl 0.066146 3.923383 -2.365914 -0.018 -0.079 0.108
H 2.898256 3.151695 -1.554853 -0.569 0.291 -0.201
H 2.866378 1.574403 -2.215001 0.087 -0.197 -0.100
H 0.840412 1.788790 -1.519860 -0.803 0.199 -0.100
H 0.702790 1.889744 -3.332748 -0.154 -0.243 -0.091

[2]
57
Properties=species:S:1:pos:R:3:forces:R:3 method="wB97M-V/def2-TZVPD" smiles="CC[C@H](C)[C@@H](CC(=O)N[C@@]1(CO)CC[C@H](C)C1)NC(=O)c1cncc(Cl)c1" orbital_gap_ev=10.0 largest_force_ev_per_a=0.1 de_lowest_ev=0.017 e_homo_ev=-9.5255 charge=0
C 3.567503 -1.923563 1.177214 0.007 0.011 -0.005
C 2.304567 -1.077166 1.280809 -0.027 -0.015 -0.003
C 1.861589 -0.464594 -0.050322 0.014 0.004 -0.026
C 2.817211 0.638286 -0.500542 -0.004 -0.009 0.010
C 0.428643 0.069322 0.060704 -0.028 0.017 0.000
C -0.061836 0.776256 -1.214652 0.020 -0.007 0.043
C -1.563304 0.990247 -1.139707 -0.007 -0.025 0.000
O -2.342221 0.274521 -1.757443 -0.005 0.009 -0.003
N -1.947171 1.955458 -0.278879 0.012 0.013 -0.017
C -3.325623 2.411301 -0.055875 0.014 -0.002 -0.040
C -3.878627 3.011494 -1.338303 -0.033 0.033 0.034
O -3.004388 4.055508 -1.758836 -0.014 0.037 0.060
C -4.216145 1.278795 0.490178 -0.035 0.035 -0.001
C -4.075644 1.320533 2.027830 0.011 -0.016 0.003
C -3.132206 2.493578 2.341912 0.043 0.022 0.053
C -3.424323 3.181229 3.664976 -0.018 0.000 -0.016
C -3.281376 3.394900 1.116151 -0.011 -0.032 -0.030
N -0.517090 -0.991753 0.380670 0.027 -0.014 -0.015
C -1.246204 -0.993954 1.523558 -0.022 0.000 0.018
O -0.989216 -0.290648 2.486623 0.008 -0.011 -0.006
C -2.409504 -1.941424 1.546179 0.001 -0.009 -0.013
C -2.788697 -2.491243 2.766071 -0.001 0.008 0.000
N -3.824625 -3.310240 2.909275 0.005 0.004 -0.012
C -4.540948 -3.599711 1.828095 0.009 0.001 -0.004
C -4.243616 -3.085105 0.574998 -0.011 -0.006 -0.008
Cl -5.246517 -3.488793 -0.778599 0.008 0.005 0.009
C -3.159132 -2.242830 0.416365 0.000 0.002 0.014
H 3.831677 -2.348146 2.145952 -0.005 -0.002 0.001
H 3.422760 -2.752297 0.480629 0.000 0.001 -0.003
H 4.425116 -1.345521 0.830946 0.003 0.000 0.007
H 1.495044 -1.696352 1.672251 0.009 0.005 0.008
H 2.446986 -0.270042 2.006906 0.009 0.002 -0.003
H 1.856037 -1.257256 -0.811654 0.000 0.001 0.006
H 2.754436 1.493281 0.179203 0.005 0.006 -0.007
H 3.848640 0.288669 -0.496251 0.000 -0.002 0.004
H 2.600381 0.988354 -1.509509 -0.003 0.001 -0.002
H 0.382357 0.762851 0.904405 0.003 -0.006 0.007
H 0.457905 1.726184 -1.344257 0.005 -0.006 -0.009
H 0.133982 0.154294 -2.089756 -0.010 0.010 -0.014
H -1.221280 2.555030 0.078495 -0.010 0.011 0.004
H -3.955411 2.235934 -2.104944 -0.001 0.000 0.001
H -4.879283 3.401265 -1.125135 -0.004 -0.001 -0.006
H -3.479572 4.634951 -2.359210 0.022 -0.036 -0.051
H -5.248318 1.487571 0.198149 0.001 -0.023 -0.016
H -3.953152 0.326396 0.038595 0.023 -0.005 0.036
H -5.049318 1.497224 2.492045 -0.007 0.014 -0.009
H -3.692715 0.389301 2.444584 0.007 -0.016 -0.023
H -2.108472 2.106547 2.371036 -0.023 -0.006 -0.003
H -4.438383 3.590316 3.669497 -0.002 0.003 0.007
H -3.342882 2.477698 4.495008 0.004 0.002 0.002
H -2.728832 4.001355 3.853463 -0.001 0.001 -0.004
H -2.499192 4.149097 1.007513 0.009 -0.003 0.007
H -4.240826 3.921914 1.159517 0.009 0.004 -0.002
H -0.836272 -1.564909 -0.384354 -0.012 0.000 0.002
H -2.222727 -2.243263 3.655688 -0.005 -0.010 0.006
H -5.390067 -4.261005 1.954066 0.000 0.000 0.009
H -2.948041 -1.801457 -0.551854 0.009 0.000 0.002

[3]
57
Properties=species:S:1:pos:R:3:forces:R:3 method="wB97M-V/def2-TZVPD" smiles="CC[C@H](C)[C@@H](CC(=O)N[C@@]1(CO)CC[C@H](C)C1)NC(=O)c1cncc(Cl)c1" orbital_gap_ev=9.9 largest_force_ev_per_a=0.1 de_lowest_ev=0.035 e_homo_ev=-9.5269 charge=0
C -2.509508 -2.286765 -4.604438 -0.002 -0.002 -0.001
C -2.062212 -1.816915 -3.225144 0.003 0.004 0.008
C -0.554308 -1.933764 -2.991404 0.004 -0.002 -0.012
C -0.104759 -3.392628 -2.962445 0.001 -0.002 -0.001
C -0.153963 -1.213992 -1.696078 -0.009 0.014 0.003
C 1.350722 -1.337235 -1.396065 0.012 -0.013 0.002
C 1.774230 -0.337219 -0.337370 -0.046 0.030 -0.010
O 2.201837 0.769407 -0.652622 0.025 -0.009 0.002
N 1.575839 -0.722894 0.938090 0.006 -0.012 -0.005
C 1.936295 0.059163 2.128084 -0.016 0.002 0.008
C 3.437861 0.298049 2.170436 0.010 0.009 -0.006
O 4.126203 -0.948079 2.213731 -0.015 -0.010 -0.006
C 1.122485 1.356087 2.208295 0.022 -0.005 0.022
C -0.289469 0.893909 2.585236 -0.014 -0.024 -0.031
C -0.106051 -0.421088 3.386740 -0.011 0.005 0.015
C -0.638270 -0.341650 4.811420 0.001 -0.003 -0.005
C 1.408580 -0.701281 3.345759 0.010 0.018 0.005
N -0.502355 0.201040 -1.728248 0.009 0.011 0.020
C -1.495072 0.708312 -0.955119 0.001 -0.005 0.006
O -2.342992 0.014462 -0.419149 -0.003 -0.002 -0.002
C -1.498442 2.199337 -0.784909 0.007 0.007 -0.006
C -2.711356 2.826631 -0.519626 0.003 -0.009 0.000
N -2.829816 4.132932 -0.310842 0.005 0.001 -0.002
C -1.724249 4.869578 -0.339632 -0.001 -0.002 -0.001
C -0.471835 4.325993 -0.580698 0.003 0.002 0.001
Cl 0.926595 5.348903 -0.569461 -0.004 -0.003 0.000
C -0.343237 2.969611 -0.813677 -0.005 0.002 -0.002
H -3.571654 -2.090518 -4.752549 -0.001 -0.001 0.002
H -1.963335 -1.761381 -5.391471 0.000 0.002 0.000
H -2.355095 -3.356449 -4.749281 0.004 0.000 -0.001
H -2.359838 -0.775743 -3.092376 -0.002 -0.002 -0.002
H -2.584449 -2.380444 -2.445291 -0.002 0.002 -0.004
H -0.038873 -1.421774 -3.815876 -0.002 -0.006 -0.001
H -0.519142 -3.901111 -2.086686 0.001 -0.002 -0.001
H -0.449827 -3.925396 -3.847120 -0.002 0.000 0.000
H 0.980333 -3.492139 -2.932459 -0.002 -0.001 0.001
H -0.729459 -1.643036 -0.870889 0.000 0.001 0.003
H 1.584108 -2.356793 -1.088754 -0.001 0.002 -0.008
H 1.927188 -1.110263 -2.295037 0.008 -0.004 0.001
H 1.322528 -1.685113 1.090646 0.006 -0.001 0.005
H 3.735990 0.885784 1.301331 -0.004 0.001 0.001
H 3.667947 0.871569 3.073860 0.002 -0.002 0.001
H 4.808562 -0.951148 1.539732 0.012 0.005 0.010
H 1.552888 1.961349 3.011586 -0.001 0.014 -0.013
H 1.173734 1.940114 1.292199 -0.007 -0.013 0.001
H -0.825602 1.649063 3.162128 0.018 0.004 0.013
H -0.881934 0.703325 1.690683 -0.014 0.013 0.004
H -0.638382 -1.223856 2.869429 0.012 -0.005 -0.008
H -0.166694 0.486463 5.347377 0.000 -0.002 0.002
H -1.716628 -0.177166 4.821569 -0.001 0.002 -0.001
H -0.431833 -1.259514 5.365888 -0.003 -0.001 0.000
H 1.664563 -1.762361 3.323416 -0.007 -0.003 0.001
H 1.886167 -0.278535 4.234405 0.005 -0.006 -0.001
H 0.209557 0.834637 -2.057314 -0.005 -0.001 -0.004
H -3.614336 2.230750 -0.473742 -0.005 0.006 0.001
H -1.828426 5.932935 -0.158913 -0.005 0.000 0.001
H 0.639184 2.536871 -0.967345 -0.003 -0.004 -0.004

[4]
77
Properties=species:S:1:pos:R:3:forces:R:3 method="wB97M-V/def2-TZVPD" multiplicity=9 orbital_gap_ev="7.8 / 7.5" largest_force_ev_per_a=5.5 e_homo_ev="-5.2552 / -5.0078" charge=-1
Fe -10.017760 2.787310 -11.628930 -0.967 1.400 1.998
Fe -11.585650 -0.184400 -11.675070 0.528 0.143 -0.931
C -12.723630 5.101990 -11.028120 4.466 -3.262 0.291
O -12.249750 6.227030 -10.262860 -3.938 0.616 -0.787
O -11.530440 4.308310 -10.967980 -2.293 -0.317 -1.173
C -14.029650 4.258620 -10.532020 2.490 0.523 1.856
F -15.081380 5.059370 -10.656060 -1.359 -0.031 -0.713
F -14.249010 3.044260 -11.080210 0.005 0.991 -1.323
F -13.969650 3.928400 -9.228750 0.281 0.575 0.612
C -13.296210 7.247800 -10.083300 1.040 -0.480 1.881
C -12.585490 8.380450 -9.436220 1.470 1.736 -0.324
H -11.921760 8.838640 -10.169450 0.017 0.220 -0.305
H -13.223060 9.190180 -9.081360 -0.315 -0.143 0.040
H -11.865610 8.148810 -8.651230 -0.474 -0.649 0.270
H -14.013940 6.938540 -9.323490 -0.350 -0.661 -0.307
H -13.846380 7.640570 -10.938360 0.241 -0.630 -0.579
H -12.961830 5.381820 -12.054310 -0.311 0.481 -0.265
C -12.238740 1.663280 -13.704200 3.147 2.163 1.719
O -13.017980 0.892890 -12.845170 -2.872 0.069 -1.555
O -11.001360 1.409780 -13.061530 0.811 -0.063 -1.251
C -12.338920 1.471920 -15.256160 0.528 -1.364 -1.195
F -11.438500 2.207880 -16.026720 -1.419 0.074 1.682
F -12.050750 0.236590 -15.557050 0.874 -1.997 -0.054
F -13.580250 1.594360 -15.824850 0.425 1.430 0.830
C -14.369290 0.516840 -13.227780 -0.569 0.043 0.051
C -15.137160 0.242490 -11.955550 0.371 -1.009 0.027
H -15.095100 1.024440 -11.197330 -0.179 0.148 -0.464
H -16.154220 -0.051010 -12.215440 -0.138 0.254 0.124
H -14.689070 -0.642890 -11.504550 0.048 -0.171 0.148
H -14.349920 -0.339700 -13.901620 0.403 -0.489 0.410
H -14.914270 1.225750 -13.851110 0.563 0.914 0.351
H -12.236100 2.747980 -13.596870 -1.682 0.450 0.249
C -7.451790 3.682260 -10.681930 -3.956 3.009 0.619
O -7.852800 3.293670 -11.999520 1.089 -0.078 -0.668
O -8.757090 4.012400 -10.226570 2.557 -1.900 0.446
C -6.539580 2.642990 -9.984640 -1.709 -0.169 1.486
F -6.973440 1.482330 -10.403540 -0.137 -2.256 -0.321
F -5.259420 2.746860 -10.321860 0.724 0.387 -0.225
F -6.565010 2.568670 -8.594950 -0.075 0.730 -1.583
C -6.866080 3.303790 -13.015830 -0.216 -1.287 0.067
C -7.615930 3.054270 -14.305030 1.329 0.257 -0.033
H -8.026640 3.988630 -14.687640 -0.699 -0.198 0.323
H -6.863220 2.814550 -15.056070 -0.129 -0.562 -0.192
H -8.310310 2.236900 -14.110500 -0.236 0.213 -0.597
H -6.241060 2.469540 -12.697280 0.636 -0.161 -0.852
H -6.240350 4.193500 -13.086430 -0.251 0.377 0.451
H -6.832420 4.573310 -10.784480 0.286 0.421 -0.025
C -10.564240 0.408650 -9.116760 1.007 -0.723 -2.873
O -11.256890 -0.705880 -9.690160 -1.204 -0.621 1.941
O -10.484470 1.124350 -10.288790 -0.151 1.083 1.094
C -11.218460 0.899390 -7.815580 -1.556 1.153 1.188
F -12.373710 1.576550 -7.962930 0.364 -0.626 -0.535
F -11.536850 -0.166650 -6.963090 0.703 0.800 -1.102
F -10.430040 1.724180 -7.109030 0.321 -0.670 -0.459
C -11.294190 -1.967320 -9.074480 1.146 -2.383 -1.509
C -12.648920 -2.444970 -8.820570 -3.559 0.348 0.270
H -13.361430 -2.023420 -9.529590 0.409 0.384 -0.777
H -12.908300 -3.489030 -8.996000 0.866 -0.305 0.455
H -13.174100 -2.084810 -7.935940 0.642 -0.257 0.713
H -10.579120 -2.241840 -8.298970 0.025 1.234 0.491
H -10.930050 -2.618860 -9.868830 0.125 -0.232 -0.360
H -9.617190 -0.057920 -8.845630 0.598 0.558 0.597
C -11.147780 -2.677620 -12.918750 -3.379 2.504 1.107
O -10.236590 -1.638950 -12.590480 3.268 -1.645 -2.090
O -12.305500 -1.996870 -12.460230 0.505 -1.310 -0.992
C -11.208990 -3.173660 -14.483440 -1.049 2.364 4.314
F -10.200070 -3.956280 -14.732830 1.006 -1.582 -0.860
F -12.378820 -3.834510 -14.566640 0.510 -0.025 -0.939
F -11.151080 -2.135260 -15.303370 -0.442 -0.181 -0.672
C -8.904820 -1.894160 -13.170040 0.433 2.040 0.890
C -7.988080 -0.764290 -12.682120 -0.075 -0.369 0.939
H -6.965600 -0.852930 -13.049230 -0.138 0.066 -0.510
H -8.436260 0.201700 -12.914710 0.117 -0.018 -0.321
H -7.851370 -0.757420 -11.600750 -0.298 -0.183 0.195
H -8.883930 -1.755430 -14.250970 -0.633 -0.543 -0.103
H -8.551250 -2.881630 -12.873440 -0.090 -0.040 -0.042
H -10.988390 -3.542110 -12.274280 0.476 -0.573 -0.258